No. 1
ORCA calculation (wB97M-V/def2-TZVPD) on C52H68N2O8 as an isolated structure at a distorted geometry.

* LUMO level: -0.0172 Ha
* E_HOMO: -0.2811 Eh
* total energy: -2732.153500 hartree
* orbital gap: 7.18 eV

Last column: Löwdin charge in e.
Element x y z (Å)
C -4.011 0.642 -2.037  0.0817
N -3.751 2.119 -2.300  -0.3983
O -3.416 2.415 -3.422  0.0841
O -3.891 2.934 -1.419  0.0562
H -3.230 0.364 -1.329  0.0725
H -4.138 0.154 -3.004  0.1129
H -5.019 0.588 -1.627  0.0907
C 3.910 -0.203 -2.704  0.0521
N 3.233 -1.270 -1.865  -0.2721
O 3.749 -2.339 -1.927  0.0934
O 2.248 -0.895 -1.153  -0.0593
H 4.529 -0.777 -3.394  0.1256
H 4.581 0.406 -2.098  0.0657
H 3.081 0.306 -3.196  0.0103
C 2.532 -2.984 3.373  -0.0922
O 2.881 -1.706 3.868  -0.1439
C 2.304 -0.666 3.144  -0.1670
C 2.871 -0.515 1.710  -0.1738
O 4.277 -0.182 1.733  -0.1320
C 4.854 0.074 0.394  -0.0708
H 2.665 -3.666 4.213  0.1051
H 3.251 -3.218 2.588  0.0523
H 1.546 -3.129 2.933  0.0875
H 2.513 0.228 3.732  0.1361
H 1.225 -0.784 3.044  0.0827
H 2.299 0.245 1.179  0.0633
H 2.823 -1.433 1.124  0.0774
H 4.291 0.676 -0.319  0.0262
H 4.998 -0.886 -0.103  0.0795
H 5.770 0.624 0.611  0.0993
C -1.415 1.872 5.304  -0.0925
O -1.776 1.195 4.104  -0.1919
C -1.051 -0.049 3.905  -0.1279
C -1.541 -0.732 2.621  -0.2255
O -2.844 -1.193 2.801  -0.1517
C -3.043 -2.503 2.329  -0.1057
H -0.337 2.022 5.238  0.0852
H -1.680 1.187 6.109  0.0838
H -1.993 2.781 5.465  0.0875
H -1.229 -0.760 4.712  0.1347
H 0.019 0.127 3.796  0.0914
H -0.884 -1.585 2.449  0.1306
H -1.582 0.006 1.820  0.0714
H -4.089 -2.775 2.466  0.1295
H -2.537 -3.210 2.986  0.1184
H -2.770 -2.671 1.287  -0.0221
C 3.552 2.141 -2.176  -0.0753
C 2.424 2.281 -1.299  -0.0790
C 2.600 2.473 0.020  -0.1226
C 3.916 2.585 0.573  -0.0452
C 4.990 2.503 -0.281  -0.1512
C 4.821 2.294 -1.634  -0.1243
H 3.387 2.055 -3.240  0.1069
H 1.452 2.208 -1.764  0.0559
H 1.681 2.498 0.587  0.0964
H 3.933 2.756 1.640  0.1249
H 5.960 2.631 0.177  0.1203
H 5.696 2.175 -2.256  0.1227
C 0.702 -0.852 0.248  -0.0788
C -0.606 -1.254 0.356  -0.0698
C -1.655 -0.378 0.097  -0.1026
C -1.391 1.005 -0.170  -0.0633
C -0.097 1.410 -0.209  -0.1088
C 0.977 0.500 0.024  -0.0856
H 1.478 -1.590 0.386  0.0461
H -0.754 -2.309 0.528  0.0773
H -2.653 -0.791 0.105  0.0094
H -2.247 1.595 -0.464  0.0683
H 0.291 2.399 -0.398  0.0620
H 2.007 0.823 0.061  0.0507
C -1.462 -3.661 -0.507  -0.1027
C -1.513 -2.908 -1.688  -0.0428
C -2.714 -2.259 -2.049  -0.0591
C -3.824 -2.300 -1.234  -0.1203
C -3.734 -2.988 -0.003  -0.1638
C -2.602 -3.774 0.343  -0.0746
H -0.539 -4.174 -0.281  0.0422
H -0.705 -2.931 -2.405  0.1190
H -2.737 -1.843 -3.046  0.1080
H -4.708 -1.714 -1.442  0.0717
H -4.650 -3.027 0.569  0.1254
H -2.609 -4.401 1.222  0.1297
C 0.627 2.457 -5.487  -0.0758
C 1.497 1.507 -5.034  -0.0908
C 1.385 1.063 -3.738  -0.0977
C 0.381 1.542 -2.880  -0.0572
C -0.411 2.597 -3.305  -0.1348
C -0.294 2.998 -4.608  -0.0693
H 0.755 2.772 -6.512  0.1047
H 2.217 0.990 -5.651  0.1110
H 2.087 0.310 -3.414  0.0414
H 0.296 1.135 -1.884  0.0746
H -1.130 3.012 -2.614  -0.0104
H -0.907 3.772 -5.046  0.1197
C 1.113 -3.885 0.432  -0.0593
C 2.168 -3.107 -0.059  -0.0905
C 3.481 -3.392 0.318  -0.0835
C 3.691 -4.416 1.157  -0.1193
C 2.673 -5.178 1.683  -0.1156
C 1.395 -4.953 1.246  -0.0818
H 0.109 -3.695 0.085  -0.0087
H 1.967 -2.331 -0.783  0.0539
H 4.260 -2.763 -0.087  0.0975
H 4.673 -4.768 1.437  0.1246
H 2.752 -6.136 2.175  0.1154
H 0.619 -5.629 1.573  0.1144
C -6.250 0.129 0.334  -0.0974
C -5.897 1.241 1.027  -0.0700
C -4.580 1.354 1.482  -0.0295
C -3.678 0.350 1.301  -0.0651
C -4.074 -0.836 0.615  -0.1734
C -5.371 -0.935 0.087  -0.1011
H -7.257 0.122 -0.057  0.1086
H -6.591 2.059 1.150  0.1089
H -4.195 2.162 2.086  0.1191
H -2.693 0.479 1.725  0.0721
H -3.286 -1.542 0.404  0.0355
H -5.741 -1.738 -0.533  0.1113
C -1.452 3.415 -0.125  -0.1439
C -1.449 3.733 -1.483  -0.1034
C -0.312 4.328 -2.079  -0.0664
C 0.712 4.792 -1.228  -0.0347
C 0.624 4.471 0.089  -0.1289
C -0.463 3.829 0.651  -0.1152
H -2.211 2.796 0.329  0.0960
H -2.310 3.575 -2.116  0.0941
H -0.228 4.590 -3.124  0.1182
H 1.527 5.423 -1.551  0.1209
H 1.345 4.818 0.814  0.1188
H -0.470 3.465 1.668  0.1358



No. 2
ORCA calculation (wB97M-V/def2-TZVPD) on C52H69BrN6O2SSr as an isolated structure at a distorted geometry.

* LUMO level: 0.1393 Ha
* charge: -2
* E_HOMO: -0.0598 Eh
* total energy: -5504.924583 hartree
* orbital gap: 5.42 eV

Last column: Löwdin charge in e.
Element x y z (Å)
Sr 0.398 0.109 0.939  1.3134
C 2.705 1.565 -0.301  -0.1206
N 2.689 0.109 -0.187  -0.3641
C 4.031 -0.434 -0.258  -0.1138
C 1.835 -0.653 -1.160  -0.2011
C 0.574 0.023 -1.832  -0.1802
N -0.775 -0.257 -1.332  -0.2328
C -1.268 -1.561 -1.781  -0.1509
C -0.558 -2.809 -1.331  -0.1540
C -0.129 -3.704 -2.294  -0.0250
C 0.386 -4.957 -1.968  -0.1987
C 0.382 -5.283 -0.614  -0.0105
C -0.040 -4.433 0.405  -0.0785
C -0.453 -3.102 0.069  -0.3534
O -0.706 -2.194 0.938  -0.2044
C -0.016 -4.994 1.839  -0.5226
C -0.854 -6.286 1.881  -0.0686
C -0.577 -4.058 2.914  -0.0742
C 1.431 -5.327 2.240  -0.0422
C 0.874 -5.901 -3.064  -0.5671
C 1.978 -5.222 -3.888  -0.0625
C -0.289 -6.264 -4.000  -0.0628
C 1.447 -7.201 -2.497  -0.0790
C -1.776 0.772 -1.730  -0.1219
C -1.281 2.158 -2.016  -0.1620
C -1.329 2.651 -3.316  -0.0100
C -0.941 3.944 -3.627  -0.1989
C -0.537 4.748 -2.551  -0.0058
C -0.473 4.318 -1.239  -0.0778
C -0.797 2.945 -0.937  -0.3487
O -0.649 2.433 0.232  -0.1904
C -0.083 5.269 -0.104  -0.5260
C -1.197 5.286 0.954  -0.0486
C 0.112 6.705 -0.598  -0.0876
C 1.227 4.820 0.557  -0.0471
C -0.967 4.523 -5.040  -0.5677
C -1.413 3.491 -6.076  -0.0826
C -1.940 5.710 -5.104  -0.0604
C 0.435 5.011 -5.434  -0.0611
H 3.060 1.896 -1.290  0.1013
H 3.354 1.968 0.477  0.0943
H 1.731 2.029 -0.117  0.0310
H 4.519 -0.169 -1.211  0.0877
H 3.999 -1.518 -0.168  0.0778
H 4.623 -0.050 0.572  0.0945
H 1.561 -1.594 -0.662  0.1017
H 2.462 -0.924 -2.014  0.1158
H 0.644 -0.264 -2.890  0.1276
H 0.718 1.104 -1.786  0.0994
H -1.278 -1.566 -2.887  0.1164
H -2.311 -1.607 -1.455  0.1230
H -0.214 -3.407 -3.338  0.1032
H 0.739 -6.263 -0.322  0.0835
H -1.878 -6.083 1.557  0.0831
H -0.887 -6.671 2.905  0.0729
H -0.447 -7.070 1.239  0.0628
H -1.628 -3.819 2.736  0.0847
H -0.032 -3.118 2.973  0.0296
H -0.506 -4.570 3.881  0.0811
H 1.905 -6.010 1.531  0.0684
H 1.445 -5.798 3.229  0.0803
H 2.023 -4.413 2.299  0.0673
H 1.623 -4.290 -4.330  0.0705
H 2.318 -5.876 -4.699  0.0727
H 2.833 -4.983 -3.252  0.0854
H -0.702 -5.373 -4.476  0.0722
H -1.092 -6.742 -3.436  0.0846
H 0.041 -6.951 -4.788  0.0724
H 2.275 -7.005 -1.813  0.0842
H 1.819 -7.827 -3.313  0.0748
H 0.687 -7.769 -1.956  0.0807
H -2.509 0.797 -0.923  0.1072
H -2.281 0.417 -2.640  0.1139
H -1.688 1.981 -4.091  0.0980
H -0.264 5.776 -2.765  0.0839
H -2.133 5.645 0.514  0.0866
H -0.922 5.954 1.777  0.0853
H -1.351 4.292 1.368  0.0447
H -0.784 7.092 -1.090  0.0777
H 0.952 6.787 -1.294  0.0765
H 0.328 7.346 0.261  0.0760
H 1.106 3.864 1.063  0.0267
H 1.536 5.551 1.311  0.0827
H 2.025 4.741 -0.190  0.0844
H -2.429 3.143 -5.881  0.0804
H -0.752 2.622 -6.081  0.0820
H -1.394 3.938 -7.075  0.0747
H -2.949 5.387 -4.842  0.0852
H -1.962 6.143 -6.111  0.0728
H -1.649 6.494 -4.403  0.0727
H 1.143 4.179 -5.421  0.0853
H 0.800 5.768 -4.739  0.0724
H 0.427 5.446 -6.439  0.0729
C -3.724 3.665 3.079  -0.0585
C -3.017 2.476 2.485  -0.3106
N -1.775 2.230 2.694  0.0458
N -1.225 3.129 3.558  -0.0413
C 0.068 3.055 3.770  -0.9088
N 0.511 4.062 4.628  0.0152
S 1.288 2.003 3.199  0.5121
C -3.775 1.547 1.617  -0.2290
C -4.856 2.004 0.852  -0.0328
C -5.562 1.105 0.075  -0.0935
C -5.177 -0.228 0.075  -0.0922
C -4.080 -0.589 0.847  -0.1523
N -3.401 0.265 1.603  0.1427
H -3.315 4.597 2.679  0.0618
H -4.798 3.630 2.898  0.0547
H -3.540 3.689 4.154  0.0651
H -0.219 4.397 5.242  0.0653
H 1.380 3.828 5.079  0.0406
H -5.115 3.054 0.853  0.1008
H -6.393 1.443 -0.533  0.0945
H -5.694 -0.970 -0.520  0.0897
H -3.712 -1.607 0.849  0.1045
Br -0.734 -0.680 4.747  0.7642
C 0.974 -1.003 5.488  -0.6149
C 1.110 -0.884 6.844  -0.1654
C 2.353 -1.168 7.449  -0.1227
C 3.401 -1.591 6.685  -0.0771
C 3.267 -1.728 5.280  -0.1886
C 4.344 -2.220 4.500  -0.0887
C 4.179 -2.372 3.153  -0.1228
C 2.963 -1.990 2.539  -0.2050
C 1.868 -1.460 3.203  -0.1456
C 2.043 -1.393 4.625  -0.2601
H 0.264 -0.581 7.446  0.0783
H 2.460 -1.063 8.524  0.0842
H 4.354 -1.838 7.144  0.0926
H 5.276 -2.484 4.992  0.0877
H 4.992 -2.779 2.553  0.0845
H 2.907 -2.137 1.458  0.0488



No. 3
ORCA calculation (wB97M-V/def2-TZVPD) on C52H76N7O8S2SiTl as an isolated structure at a distorted geometry.

* LUMO level: 0.1196 Ha
* charge: -2
* E_HOMO: 0.0012 Eh
* total energy: -4270.736820 hartree
* orbital gap: 3.22 eV

Last column: Löwdin charge in e.
Element x y z (Å)
Tl 1.241 0.045 -0.743  0.6448
O 0.239 0.631 2.676  -0.1417
C -1.045 1.145 2.922  -0.2352
C -1.532 2.094 1.852  -0.2789
C -2.476 3.075 2.156  -0.0364
C -2.944 3.890 1.142  -0.0979
C -2.451 3.714 -0.145  -0.0917
C -1.509 2.715 -0.351  -0.1376
N -1.059 1.926 0.621  0.1155
H 0.151 -0.003 1.939  -0.0596
H -1.017 1.658 3.888  0.1204
H -1.774 0.326 2.981  0.0851
H -2.838 3.187 3.172  0.1116
H -3.689 4.651 1.350  0.0930
H -2.803 4.319 -0.972  0.0984
H -1.085 2.531 -1.336  0.1120
C 5.153 1.215 -2.254  -0.0202
C 5.115 1.828 -0.885  -0.2119
C 5.570 3.125 -0.659  -0.0618
C 5.494 3.705 0.600  -0.1038
C 4.971 2.973 1.657  -0.0816
C 4.508 1.677 1.470  -0.2230
C 3.903 0.886 2.598  -0.0260
C 4.567 1.115 0.188  -0.2329
N 3.965 -0.137 -0.018  0.1160
C 4.539 -1.244 0.211  -0.2657
C 5.995 -1.332 0.608  -0.0151
C 3.739 -2.505 0.142  -0.2757
C 4.420 -3.847 0.301  0.0022
N 2.487 -2.421 -0.038  0.1154
C 1.653 -3.553 0.083  -0.2222
C 1.296 -4.000 1.363  -0.2422
C 1.691 -3.225 2.593  -0.0347
C 0.476 -5.114 1.479  -0.0698
C -0.003 -5.769 0.355  -0.0894
C 0.318 -5.282 -0.901  -0.0534
C 1.136 -4.169 -1.060  -0.1919
C 1.441 -3.617 -2.426  -0.0193
H 5.726 1.836 -2.944  0.0822
H 4.132 1.100 -2.645  0.0618
H 5.581 0.214 -2.240  0.0740
H 5.973 3.687 -1.494  0.1065
H 5.831 4.724 0.754  0.0907
H 4.914 3.419 2.646  0.1002
H 3.855 1.482 3.511  0.0774
H 4.485 -0.017 2.810  0.0745
H 2.891 0.560 2.336  0.0680
H 6.401 -0.331 0.736  0.0794
H 6.575 -1.843 -0.164  0.0889
H 6.112 -1.882 1.545  0.0829
H 5.499 -3.771 0.416  0.0583
H 4.207 -4.449 -0.584  0.0957
H 4.007 -4.379 1.160  0.0837
H 2.724 -2.873 2.563  0.0622
H 1.547 -3.827 3.491  0.0733
H 1.050 -2.340 2.663  0.0664
H 0.199 -5.460 2.469  0.0972
H -0.650 -6.632 0.461  0.0945
H -0.071 -5.769 -1.787  0.0929
H 0.842 -4.122 -3.184  0.0787
H 2.494 -3.728 -2.691  0.0712
H 1.223 -2.545 -2.468  0.0569
N 1.714 0.110 -3.062  -0.1863
C 2.560 -0.518 -3.851  -0.5807
C 3.622 -1.416 -3.405  -0.1497
C 4.506 -2.029 -4.268  -0.1804
C 4.437 -1.843 -5.655  -0.2027
C 3.425 -0.999 -6.138  -0.1875
C 2.530 -0.365 -5.302  -0.0986
H 3.690 -1.574 -2.334  0.0535
H 5.282 -2.678 -3.856  0.0756
H 5.140 -2.326 -6.325  0.0485
H 3.345 -0.835 -7.212  0.0697
H 1.768 0.291 -5.709  0.0664
C -3.081 -3.315 3.614  -0.0548
C -3.778 -4.319 2.691  -0.6564
C -3.362 -5.739 3.077  -0.0353
C -5.297 -4.159 2.809  -0.0333
O -3.403 -4.166 1.337  -0.1705
Si -3.082 -2.834 0.383  -0.1508
S -1.485 -1.702 0.924  0.3565
O -2.883 -3.511 -1.113  -0.1467
C -3.756 -4.244 -1.956  -0.6485
C -4.706 -3.284 -2.675  -0.0347
C -2.869 -4.947 -2.980  -0.0346
C -4.575 -5.284 -1.188  -0.0383
O -4.579 -2.058 0.373  -0.1730
C -4.916 -0.679 0.285  -0.6638
C -6.420 -0.614 0.030  -0.0417
C -4.595 0.021 1.605  -0.0454
C -4.169 0.012 -0.858  -0.0342
H -3.177 -3.629 4.657  0.0762
H -3.518 -2.320 3.499  0.0703
H -2.028 -3.237 3.340  0.0550
H -3.511 -5.917 4.146  0.0759
H -2.306 -5.872 2.830  0.0708
H -3.941 -6.469 2.507  0.0776
H -5.604 -4.116 3.859  0.0783
H -5.808 -4.996 2.325  0.0774
H -5.592 -3.236 2.309  0.0671
H -4.129 -2.549 -3.241  0.0893
H -5.314 -2.759 -1.937  0.0592
H -5.361 -3.831 -3.359  0.0789
H -2.234 -4.212 -3.478  0.0912
H -3.477 -5.465 -3.727  0.0779
H -2.229 -5.669 -2.472  0.0670
H -5.251 -4.789 -0.489  0.0773
H -3.908 -5.925 -0.610  0.0829
H -5.158 -5.891 -1.887  0.0787
H -6.961 -1.114 0.838  0.0777
H -6.667 -1.114 -0.910  0.0723
H -6.746 0.428 -0.027  0.0782
H -5.114 -0.478 2.429  0.0809
H -4.896 1.073 1.573  0.0778
H -3.520 -0.045 1.773  0.0214
H -4.399 -0.476 -1.808  0.0755
H -3.092 -0.056 -0.688  0.0466
H -4.456 1.066 -0.917  0.0793
C -3.049 8.991 1.134  -0.1229
C -2.352 7.735 0.627  -0.2940
S -0.622 7.800 1.104  0.6390
O -0.115 9.116 0.792  -0.3189
O -0.517 7.348 2.473  -0.3197
C 0.120 6.585 0.042  -0.2081
C 1.561 6.282 0.459  -0.1376
N 1.982 5.035 -0.154  0.0485
C 1.825 3.817 0.420  -0.3231
N 2.012 2.842 -0.445  0.1036
C 2.293 3.410 -1.636  -0.0181
C 2.271 4.777 -1.494  -0.1426
N 2.502 5.758 -2.473  -0.3471
O 2.919 5.396 -3.552  0.0874
O 2.258 6.935 -2.203  0.0300
C 1.499 3.634 1.858  0.0218
H -4.086 9.018 0.802  0.0740
H -2.531 9.873 0.760  0.0695
H -3.024 9.021 2.223  0.0797
H -2.369 7.662 -0.462  0.1049
H -2.746 6.823 1.074  0.0791
H 0.099 6.977 -0.975  0.1065
H -0.503 5.690 0.136  0.0976
H 1.614 6.172 1.540  0.1150
H 2.211 7.089 0.140  0.1230
H 2.444 2.816 -2.533  0.1148
H 2.281 4.063 2.489  0.0877
H 1.423 2.563 2.052  0.0686
H 0.547 4.108 2.114  0.0864